# C17H50N3O10Zn

A structure of composition C17H50N3O10Zn (ωB97M-V with the def2-TZVPD basis set, the OMol25 dataset).

Geometry as XYZ:
```
81
Properties=species:S:1:pos:R:3
Zn -6.51102 -2.83878 14.11804
O -3.21249 -0.59277 13.77647
C -4.20427 -0.53678 14.69748
O -5.25335 -1.26375 14.50988
O -4.06077 0.10886 15.73452
H -2.55192 -0.02246 14.21823
C -0.92686 -4.25053 13.97802
C -1.29542 -4.22816 12.53081
C -1.46862 -5.63476 11.96848
O -2.56290 -6.40240 12.46776
C -2.43401 -7.73728 12.03230
N -2.42663 -3.32931 12.19474
H -1.73103 -4.69126 14.57776
H -0.78931 -3.25069 14.39750
H -0.02814 -4.83982 14.16014
H -0.45936 -3.84462 11.93636
H -0.53987 -6.18131 12.15730
H -1.58096 -5.53693 10.88309
H -1.83308 -8.25582 12.78893
H -1.91473 -7.85443 11.07693
H -3.37155 -8.28310 11.92679
H -3.18598 -3.84194 12.65524
H -2.36140 -2.52742 12.81756
C -4.92256 2.00207 11.63243
C -4.12469 1.19989 10.61562
C -2.63085 1.49850 10.69109
O -1.99333 0.83681 9.59803
C -0.68684 1.34679 9.34948
N -4.40279 -0.23512 10.98342
H -4.80829 3.04965 11.33502
H -4.55916 2.00435 12.66153
H -5.97509 1.73909 11.54841
H -4.54346 1.36797 9.62308
H -2.29871 1.33959 11.72081
H -2.51718 2.54913 10.40480
H -0.36078 1.06389 8.35125
H -0.02365 0.99686 10.14064
H -0.64770 2.44075 9.31545
H -4.14196 -0.19525 11.97174
H -3.62241 -0.76302 10.58240
C -5.54879 -4.38751 10.98001
C -6.70983 -3.45506 11.25814
C -7.92373 -4.17933 11.90024
O -7.58692 -4.37311 13.29831
C -8.48150 -5.24837 14.04163
N -6.16283 -2.36495 12.16282
H -5.19937 -4.92915 11.86665
H -4.64475 -3.84742 10.68897
H -5.74934 -5.15022 10.22883
H -7.00175 -2.80743 10.43189
H -8.12984 -5.15434 11.46513
H -8.79458 -3.53008 11.78793
H -9.41403 -4.69404 14.15104
H -8.00617 -5.55371 14.96755
H -8.73080 -6.12252 13.44074
H -5.18959 -2.30225 11.85722
H -6.50571 -1.48964 11.76687
C -1.26505 1.89454 17.29007
O -1.53812 0.59981 16.75330
H -1.60072 1.83634 18.32745
H -0.20183 2.12850 17.34636
H -1.69504 2.76147 16.78678
H -2.49554 0.45377 16.72250
C -6.61132 1.38388 17.27994
O -5.61506 2.32399 16.93434
H -6.10109 0.53612 17.76356
H -7.41586 1.76925 17.89563
H -6.96634 0.85188 16.38358
H -4.97876 1.82014 16.41479
C 0.81672 -0.16052 14.32919
O 0.84945 -0.06417 15.72544
H 0.05516 -0.90199 14.02901
H 0.62193 0.79985 13.84303
H 1.73553 -0.64394 13.99451
H -0.00408 0.28370 16.04812
C -2.32523 3.30056 14.17404
O -2.94536 3.93807 13.05130
H -1.59409 4.01306 14.56092
H -3.11207 3.02296 14.88057
H -1.79535 2.38177 13.92032
H -3.36867 4.71840 13.42042
```

Results
E in eV: -91793.3066
Net charge: +1
F_max in eV Å⁻¹: 2.757
2S+1: 1
M in g mol⁻¹: 522.0
HOMO level in eV: -11.434

Atom charges from the Mulliken analysis, given in e for atoms 1 to 4: number 1, Zn, carries 0.3387; number 2, O, carries 0.3643; number 3, C, carries 0.3383; number 4, O, carries -0.3597

=====

# C21H26BrN3O4Te4Ti

A structure of composition C21H26BrN3O4Te4Ti (ωB97M-V with the def2-TZVPD basis set, the OMol25 dataset).

Geometry as XYZ:
```
60
Properties=species:S:1:pos:R:3
Ti -0.66334 0.74268 -0.32810
C -1.82892 4.63761 0.79851
C -0.83410 3.57492 0.47910
O -1.28893 2.37327 0.52561
C 0.47159 3.87864 0.11763
C 1.49443 2.92696 -0.08756
C 2.91876 3.40115 -0.18406
N 1.23814 1.64209 -0.14176
N 2.31547 0.75771 -0.04082
C 1.85777 -0.44706 0.08142
O 0.58971 -0.75101 0.07262
C 2.81506 -1.56388 0.31750
C 4.19181 -1.34818 0.33433
C 5.06152 -2.40797 0.53239
C 4.56807 -3.69587 0.71145
C 3.19870 -3.91548 0.69016
C 2.32565 -2.85409 0.49334
H -2.39335 4.36592 1.69041
H -2.57743 4.66583 -0.00439
H -1.36542 5.61584 0.91989
H 0.74765 4.92308 0.09358
H 2.97279 4.47765 -0.03540
H 3.31780 3.15082 -1.16946
H 3.54310 2.89199 0.54876
H 4.55773 -0.34112 0.18569
H 6.13059 -2.23225 0.54115
H 5.25022 -4.52440 0.85947
H 2.80696 -4.91763 0.81437
H 1.25544 -3.00939 0.45540
C -3.80136 0.57404 -0.11899
O -2.59822 -0.25555 0.01807
C -2.59725 -1.02697 1.21028
C -2.25284 -0.20795 2.43747
O -0.96607 0.29702 2.18248
C -0.24178 0.79373 3.27801
H -4.66155 -0.01393 0.20503
H -3.89285 0.83936 -1.17077
H -3.71631 1.48696 0.46275
H -1.80570 -1.77034 1.07853
H -3.54852 -1.55517 1.31909
H -2.28181 -0.89653 3.29323
H -2.96330 0.60972 2.60192
H -0.78440 1.60322 3.77889
H 0.69436 1.18543 2.88323
H -0.03175 -0.00376 4.00027
Te -4.62979 3.01260 -2.74284
Te -6.97242 2.36444 -3.97560
Te -5.33892 4.20495 -0.38512
Te -1.20897 1.74223 -2.51116
Br 1.49321 -5.81694 -2.65193
C 0.59216 -4.14723 -2.54968
C -0.72351 -4.10391 -2.13245
C -1.31519 -2.84986 -2.05128
N -0.68938 -1.71847 -2.35229
C 0.56619 -1.78700 -2.75692
C 1.26190 -2.98708 -2.87793
H -1.26827 -5.00052 -1.87376
H -2.34385 -2.75159 -1.71705
H 1.05145 -0.83708 -2.96504
H 2.29728 -3.00161 -3.18767
```

Results
E in eV: -157192.0451
Net charge: -2
F_max in eV Å⁻¹: 1.863
ΔE to the lowest compared entry with this formula, charge and spin in eV: 1.202
2S+1: 1
M in g mol⁻¹: 1022.6
HOMO level (alpha / beta) in eV: 0.601 / 0.600

Atom charges from the Mulliken analysis, given in e for atoms 1 to 4: number 1, Ti, carries -0.6200; number 2, C, carries -1.2319; number 3, C, carries 0.6724; number 4, O, carries 0.1198

=====

Q: Among the records above, which one has the lowest M?
A: C17H50N3O10Zn